21
Properties=species:S:1:pos:R:3:forces:R:3:lowdin_charge:R:1 method="wB97M-V/def2-TZVPD" charge=0 homo_lumo_gap_ev=9.20 spin_multiplicity=1 homo_energy_ha=-0.31906 e_above_lowest_kj_mol=481.88
C -0.37726 0.60800 2.45237 0.6 0.1 0.1 -0.120
C 1.50383 0.83675 0.33013 -1.2 0.3 3.1 0.161
O -0.18921 0.78373 1.07012 2.0 0.1 -1.7 -0.276
H -1.45559 0.56690 2.63853 0.1 0.0 -0.2 0.099
H 0.02097 1.45789 3.01383 0.1 -0.1 0.1 0.083
H 0.07697 -0.32906 2.79455 0.0 0.1 0.1 0.088
H 1.73635 1.30887 -0.61695 -0.9 -0.1 -0.1 0.072
H 1.87982 -0.17092 0.46034 -0.2 0.0 -0.2 0.073
H 1.79978 1.47237 1.15776 0.4 0.0 0.0 0.060
C 0.45335 -0.90756 -2.13373 -0.4 0.0 0.1 -0.060
N -0.12709 -0.08109 -1.09362 -0.5 -0.2 0.5 -0.280
C -0.81600 -0.71280 0.03112 -0.8 -1.4 -2.6 -0.617
N -0.83014 1.02681 -1.64305 -0.1 -0.3 0.3 0.077
O -0.06109 -1.81383 0.43828 0.1 1.1 0.3 0.056
O -2.03667 -0.74501 0.13015 0.8 0.4 0.5 0.044
H -0.68632 -2.41408 0.86369 -0.1 0.2 0.0 0.122
H -0.88442 1.71197 -0.89112 0.0 0.0 -0.1 0.079
H -1.79649 0.72881 -1.79067 0.0 0.0 0.0 0.086
H 0.96194 -1.75917 -1.69176 0.1 0.0 0.0 0.081
H -0.32358 -1.27316 -2.81335 0.1 -0.1 -0.1 0.088
H 1.15085 -0.29542 -2.70662 0.0 0.0 0.0 0.082